Molecular formula: C89H202F3N11O7S
Method: DFT, ωB97M-V/def2-TZVPD

As for the gap between HOMO and LUMO: 7.9 eV. Its HOMO energy is -24.27 eV. As for the LUMO energy: -16.38 eV. Its total energy is -5334.408791 hartree. Its multiplicity is 1. As for the largest force on an atom: 3.8 eV/A. As for the charge: +10.

```
313
Properties=species:S:1:pos:R:3:forces:R:3
C -4.382162 1.170662 2.646177 0.8 0.9 -1.6
O -4.913663 0.557424 1.420694 0.1 0.0 1.4
C -6.023563 -0.269852 1.742358 -1.4 1.0 -0.6
C -7.331565 0.209857 1.000979 1.0 0.2 -0.4
N -7.119647 0.113356 -0.459354 0.8 -1.7 -1.4
H -6.153515 0.403216 -0.688786 -0.5 0.3 0.0
H -7.176084 -0.857274 -0.801675 0.4 -0.1 0.7
C -8.078938 0.727908 -1.394331 -1.0 1.5 -0.2
C -7.630146 0.561616 -2.811386 0.7 -0.4 -0.5
O -6.307358 1.061389 -2.888962 -0.3 0.4 0.9
C -5.978910 1.660773 -4.113350 0.5 0.5 -0.1
H -5.044077 1.943579 3.031079 -0.4 -0.3 0.2
H -3.514067 1.717450 2.274722 0.1 0.0 0.1
H -4.012021 0.508222 3.434450 -0.5 -0.5 -0.3
H -6.319973 -0.055320 2.764536 0.2 -0.8 0.5
H -5.729479 -1.306192 1.509195 -0.6 0.1 0.4
H -7.502867 1.285442 1.127114 0.0 -0.3 0.7
H -8.237627 -0.348381 1.224252 0.1 0.0 0.4
H -8.222513 1.785907 -1.136127 0.2 -0.2 -0.1
H -9.038474 0.247962 -1.320313 -0.5 -0.3 0.5
H -8.323523 1.065393 -3.476176 -0.1 0.4 0.0
H -7.608925 -0.479077 -3.168580 -0.2 -0.1 0.4
H -5.042755 2.194289 -3.941837 0.1 0.0 -0.1
H -6.714156 2.410712 -4.470104 0.2 -0.7 0.1
H -5.783073 0.853888 -4.802057 -0.1 0.0 -0.9
C 2.008390 2.982138 -5.287706 0.2 0.4 0.6
O 3.243503 2.756687 -4.602953 -0.6 -0.3 -0.7
C 3.227198 1.671089 -3.712642 0.7 1.0 -0.6
C 4.693335 1.336731 -3.518617 -1.0 -0.4 0.0
N 5.364735 0.922152 -4.813258 2.3 2.2 2.0
H 5.269749 1.622073 -5.557581 -0.8 -0.2 -0.4
H 6.381717 1.063317 -4.616514 -0.6 -0.6 -0.2
C 5.093851 -0.424540 -5.222043 -0.6 -2.1 -1.3
C 5.928876 -0.790873 -6.504231 -1.1 0.8 0.9
O 5.719549 0.349969 -7.299217 -0.4 -0.3 0.2
C 6.505438 0.293937 -8.499166 0.5 0.3 1.0
H 1.521189 2.131384 -5.802606 0.7 -0.1 0.4
H 2.262734 3.731250 -6.028261 -0.4 0.2 0.0
H 1.319238 3.364082 -4.521578 -0.2 0.2 -0.4
H 2.660139 0.860297 -4.149051 -0.2 -0.5 0.1
H 2.824013 1.947414 -2.722929 -0.1 -0.1 -0.1
H 4.617088 0.473192 -2.861683 0.9 -0.2 0.2
H 5.227732 2.190218 -3.081311 -0.1 -0.4 -0.2
H 4.022504 -0.458091 -5.387958 -0.2 -0.1 -0.6
H 5.212348 -1.087731 -4.367638 0.5 -0.1 0.0
H 5.578812 -1.699829 -7.022350 0.0 0.1 0.5
H 6.983527 -0.918169 -6.221519 0.0 0.0 -0.2
H 7.514591 0.260268 -8.114421 0.7 -0.6 -0.5
H 6.448421 1.275899 -8.924433 -0.5 0.2 -0.8
H 6.222870 -0.563788 -9.117268 0.1 0.4 -0.1
C -1.492762 -1.049279 10.110897 0.9 0.2 -0.2
C -0.332470 -0.821034 9.082431 -0.9 -1.1 0.2
C -0.556860 -1.751513 7.910452 1.1 0.1 -0.5
N 0.642974 -1.706193 6.942051 -0.1 -1.6 0.0
C 0.795938 -0.416984 6.345378 -0.4 2.1 0.1
C 0.470256 -2.665016 5.813968 -0.8 -1.0 0.3
C 1.867720 -2.948480 5.260721 -0.4 1.1 -1.0
C 2.865985 -2.440964 6.303544 -1.2 -0.2 0.9
C 1.910719 -2.185901 7.528578 1.3 -0.4 0.1
H -2.451451 -0.730535 9.708224 -0.1 -0.3 -0.1
H -1.309195 -0.435286 10.983096 0.0 0.1 0.2
H -1.498849 -2.095691 10.479450 -0.1 0.6 -0.4
H 0.595125 -1.170026 9.549470 0.0 0.5 0.1
H -0.244926 0.182637 8.672355 -0.1 0.3 0.7
H -1.336174 -1.495204 7.194768 -0.7 0.0 0.6
H -0.635654 -2.770238 8.294282 -0.1 -0.1 -0.4
H 1.096869 0.311415 7.088648 0.5 0.0 0.1
H -0.178115 -0.038282 6.038530 -0.1 -0.2 -0.4
H 1.494969 -0.460179 5.522123 0.0 0.2 -0.1
H -0.231479 -2.204226 5.122400 0.0 -0.1 -0.2
H -0.005708 -3.553929 6.237153 0.1 0.0 -0.1
H 1.946132 -2.311321 4.379377 0.3 -0.1 -0.3
H 1.987459 -3.955571 4.899370 0.0 -0.5 0.3
H 3.288407 -1.498754 5.959339 0.2 0.0 0.2
H 3.689076 -3.117982 6.506225 -0.1 -0.1 0.3
H 2.307640 -1.416028 8.162464 0.1 0.1 0.6
H 1.614656 -3.083017 8.099835 0.7 0.3 -0.2
C 1.119934 4.660849 0.797781 -0.2 1.2 -0.3
C 1.925584 5.805585 1.504775 0.8 -0.8 -0.7
C 1.700960 7.213723 0.944980 -1.0 0.1 -0.6
N 2.420548 8.324669 1.639375 -1.1 1.4 1.2
C 3.859200 8.288234 1.347358 0.9 -0.6 0.9
C 2.157078 8.435812 3.156871 0.9 0.2 0.2
C 2.500247 9.915884 3.584193 0.1 -2.0 -1.4
C 2.347475 10.729723 2.285322 0.2 -1.5 -0.5
C 1.906446 9.758817 1.182031 1.2 -1.0 0.5
H 1.285984 3.670998 1.220204 0.3 0.1 0.2
H 1.351949 4.622576 -0.278986 0.1 0.0 0.4
H 0.049099 4.860763 0.868632 -0.1 0.0 0.0
H 2.986484 5.553150 1.373789 -0.1 0.0 0.2
H 1.712185 5.793555 2.566418 -0.1 0.0 0.3
H 0.631586 7.443989 1.048905 0.2 0.1 -0.2
H 1.971349 7.297214 -0.137292 -0.2 -0.2 0.8
H 3.991494 8.226563 0.270565 0.2 0.1 0.1
H 4.332668 7.444381 1.874622 -0.3 0.0 -0.5
H 4.357877 9.142691 1.798045 -0.1 0.3 -0.4
H 2.800426 7.720504 3.683881 -0.1 0.0 -0.3
H 1.128732 8.188212 3.408574 -0.2 0.0 -0.6
H 3.525918 9.879994 3.946675 -0.1 0.6 0.2
H 1.808839 10.173939 4.351420 -0.3 0.5 0.7
H 3.312581 11.052822 1.963980 0.4 1.2 0.2
H 1.579757 11.474079 2.332687 0.1 0.9 0.2
H 2.407089 9.911683 0.224331 -0.5 0.3 0.0
H 0.844046 9.733690 1.153631 -0.9 -0.4 -0.5
C -0.113301 -0.359146 2.158665 0.4 0.7 0.1
C -0.220711 -0.472781 0.654645 1.2 0.4 -0.6
C -1.400276 0.292764 0.141911 -0.1 -0.7 -1.4
N -1.672965 0.021931 -1.360279 0.1 0.9 -0.3
C -1.962168 -1.404503 -1.572299 -0.8 -0.3 -1.1
C -0.619438 0.426059 -2.356499 0.3 1.2 0.2
C -0.673403 1.962548 -2.342636 -0.7 -0.4 0.7
C -2.175898 2.290793 -2.077926 0.0 0.5 -0.5
C -2.813287 0.949080 -1.810574 -0.1 -0.4 1.0
H -1.004996 -0.711679 2.657479 -0.3 -0.2 0.2
H 0.033720 0.694362 2.408403 -0.2 0.1 0.2
H 0.767250 -0.859320 2.560382 -0.1 -0.3 -0.1
H -0.187626 -1.503130 0.318863 -0.3 -0.3 -0.1
H 0.652663 -0.012177 0.181006 0.2 -0.1 0.2
H -1.297038 1.371655 0.326359 -0.3 -0.4 -0.1
H -2.287493 -0.162618 0.543362 -0.7 0.5 0.7
H -1.089087 -1.998375 -1.828801 0.4 0.2 0.5
H -2.520013 -1.402328 -2.515056 -0.3 -0.4 0.3
H -2.530579 -1.827428 -0.751820 -0.2 0.0 0.0
H -0.969492 0.137842 -3.349437 0.1 -0.6 0.2
H 0.338215 -0.035869 -2.111340 -0.2 0.1 -0.2
H -0.322574 2.363412 -3.284228 0.4 0.2 0.1
H -0.145610 2.330330 -1.461338 0.5 0.2 -0.5
H -2.716652 2.755372 -2.922049 0.5 -0.2 0.2
H -2.269901 3.003199 -1.258171 -0.1 -0.2 0.1
H -3.249507 0.562486 -2.722733 0.0 -0.4 -0.1
H -3.555595 0.942932 -1.016010 -0.2 0.0 0.0
C 5.098475 -8.054488 -0.794737 1.1 1.4 0.6
C 3.590612 -8.011255 -0.719260 -0.1 -1.1 0.4
C 3.134221 -6.937838 0.263407 0.8 0.1 -1.3
N 1.675525 -6.812261 0.563400 0.2 -0.5 0.4
C 1.234082 -8.081186 1.242527 0.2 0.2 0.1
C 0.919156 -6.452654 -0.708043 -0.4 0.1 0.6
C 0.206903 -5.119057 -0.385183 0.0 -1.0 -0.5
C 1.137739 -4.476914 0.596475 0.8 0.3 0.6
C 1.503347 -5.646440 1.502600 -0.1 0.4 -0.3
H 5.531122 -7.812907 0.199294 0.0 -0.4 -0.5
H 5.495073 -7.306007 -1.486927 -0.1 0.2 0.0
H 5.528138 -8.969761 -1.167418 -0.2 -0.6 0.2
H 3.302665 -8.970242 -0.322157 -0.3 -0.5 0.0
H 3.231592 -7.949834 -1.738882 -0.6 0.3 -0.1
H 3.381622 -6.009318 -0.242628 0.4 0.6 0.5
H 3.653990 -7.095414 1.207841 0.0 0.2 0.0
H 1.842071 -8.213739 2.143945 -0.3 0.3 0.0
H 1.457713 -8.945683 0.637303 -0.2 -0.1 -0.5
H 0.176235 -7.991123 1.453326 -0.1 -0.2 0.1
H 0.275632 -7.279197 -0.922070 -0.6 -0.4 -0.2
H 1.637485 -6.417440 -1.504178 0.3 0.4 -0.3
H -0.762457 -5.360489 0.066519 0.1 0.2 0.0
H 0.055708 -4.493246 -1.249694 -0.1 0.0 -0.5
H 0.657666 -3.693138 1.179606 0.1 0.2 0.0
H 2.033512 -4.054238 0.109015 -0.4 -0.1 0.0
H 0.668326 -5.817516 2.170302 -0.2 -0.4 0.1
H 2.401940 -5.543117 2.098027 0.1 0.1 0.0
C -5.731654 -1.729581 -7.240502 0.6 -0.4 0.3
C -4.931945 -2.327385 -6.035966 -1.5 -0.4 0.2
C -4.337299 -3.682883 -6.360103 1.4 0.3 -0.7
N -3.240733 -4.171243 -5.367581 -1.6 0.7 -0.8
C -3.756019 -4.155172 -3.997377 0.6 0.1 1.2
C -1.921827 -3.464951 -5.384997 0.6 0.6 -0.3
C -1.167146 -3.995863 -6.606719 -0.2 -2.1 -0.2
C -1.824495 -5.408783 -6.857171 -0.5 0.2 0.8
C -2.813431 -5.553009 -5.731472 0.8 -0.4 1.0
H -4.993022 -1.766637 -8.063561 -0.8 0.9 0.0
H -6.214476 -0.776814 -6.971927 1.0 0.2 -0.3
H -6.625623 -2.245245 -7.582724 0.2 -0.9 0.2
H -5.616983 -2.501235 -5.204462 0.0 0.4 0.3
H -4.163248 -1.611304 -5.729901 0.1 -0.1 -0.1
H -3.898751 -3.631982 -7.362013 0.5 -0.1 0.2
H -5.024100 -4.507522 -6.443395 -0.6 -0.1 0.4
H -4.658450 -4.731982 -3.846736 -0.3 0.0 -0.3
H -3.814144 -3.154815 -3.580981 -0.6 0.4 -0.5
H -2.970779 -4.558010 -3.360933 0.0 -0.6 0.0
H -1.523544 -3.800512 -4.424219 0.7 0.1 -0.4
H -1.962683 -2.366729 -5.329774 -0.5 -0.4 -0.2
H -0.095981 -4.154304 -6.445008 -0.3 0.5 0.1
H -1.315401 -3.505521 -7.551382 0.1 1.0 0.0
H -1.155461 -6.253616 -6.772793 0.3 0.0 -0.4
H -2.402357 -5.471814 -7.761285 0.3 0.1 -0.8
H -2.279400 -5.828226 -4.826794 0.2 -0.5 0.1
H -3.614347 -6.268130 -5.852618 -0.5 0.2 -0.2
C 3.655434 -0.671880 1.042993 0.3 0.2 0.0
C 4.406699 -1.823318 0.397908 1.5 0.3 -0.7
C 5.937264 -1.584001 0.291614 0.9 -0.3 1.0
N 6.740898 -2.648297 -0.513319 0.1 0.2 -0.3
C 6.345153 -2.568544 -1.997580 -0.4 -0.5 0.3
C 7.128068 -3.494760 -2.920502 0.0 0.3 0.4
C 8.591224 -3.129855 -2.891864 0.6 -0.1 0.5
C 9.118779 -3.137533 -1.460895 -0.7 -0.2 0.7
C 8.259155 -2.344599 -0.462770 0.2 0.5 0.4
C 6.521945 -4.033095 0.028060 0.7 0.1 -0.3
H 2.579947 -0.837240 0.905777 0.2 0.1 0.2
H 3.927624 0.289757 0.578673 -0.2 -0.3 0.0
H 3.902478 -0.562468 2.096654 -0.1 -0.1 0.2
H 4.105333 -1.833054 -0.628163 -0.7 -0.5 -0.6
H 4.197864 -2.789221 0.864715 0.0 0.1 0.0
H 6.407426 -1.549494 1.291273 -0.1 -0.4 -0.3
H 6.215898 -0.594043 -0.102205 -0.4 -0.4 -0.4
H 6.557824 -1.546535 -2.291199 -0.1 0.3 0.1
H 5.271698 -2.773009 -2.058427 0.1 0.2 0.1
H 6.694453 -3.431702 -3.926719 0.1 0.0 0.2
H 7.066333 -4.523751 -2.584805 -0.4 -0.3 -0.1
H 8.810133 -2.146322 -3.314423 -0.1 -0.1 -0.3
H 9.137756 -3.906648 -3.410282 0.3 0.2 -0.5
H 10.146572 -2.762602 -1.416918 -0.2 0.0 0.1
H 9.143842 -4.142341 -1.040643 0.3 -0.3 -0.4
H 8.321134 -1.274534 -0.644728 0.1 0.2 0.0
H 8.617177 -2.544915 0.563397 -0.4 0.1 -0.4
H 5.587452 -4.412204 -0.355920 -0.4 -0.1 0.3
H 6.658621 -4.073769 1.108716 -0.5 0.4 0.0
H 7.318156 -4.671666 -0.342117 -0.1 0.0 -0.3
C -2.139019 -3.516890 2.710428 -1.2 1.3 -0.1
C -2.924516 -3.497159 4.038723 0.8 -0.6 1.3
C -4.389957 -3.833886 3.898891 -1.6 0.1 -0.3
N -5.260830 -3.694540 5.143347 -0.3 0.6 1.6
C -6.741569 -4.062485 4.868879 0.5 -0.9 0.0
C -7.652560 -4.170766 6.086225 0.8 0.9 0.1
C -7.077026 -5.132269 7.107686 0.7 0.8 0.3
C -5.639880 -4.742702 7.498526 -0.5 -0.2 -1.8
C -4.732443 -4.729775 6.283536 -1.0 1.3 -1.0
C -5.212981 -2.210964 5.645265 0.5 -1.7 -0.9
H -2.473309 -2.661888 2.076656 -0.3 -0.8 0.0
H -2.320724 -4.479557 2.246184 0.1 0.0 -0.4
H -1.080886 -3.293345 2.745786 0.4 -0.4 0.7
H -2.836509 -2.570301 4.632566 0.2 -0.1 -0.6
H -2.520019 -4.287736 4.686406 0.3 0.2 -0.1
H -4.597189 -4.843987 3.543379 0.4 -0.1 0.0
H -4.839463 -3.185415 3.147920 -0.2 0.2 0.0
H -6.702777 -5.085453 4.501778 0.2 0.0 -0.5
H -7.168997 -3.415240 4.107023 0.3 0.2 -0.1
H -8.534685 -4.644158 5.701247 -0.8 0.2 -0.2
H -7.904734 -3.162514 6.453966 -0.1 -0.5 0.2
H -7.152142 -6.125609 6.666619 0.1 -0.3 0.5
H -7.581325 -5.033154 8.058283 -0.8 -0.5 0.0
H -5.254614 -5.497433 8.159670 0.3 0.0 0.7
H -5.719403 -3.755551 7.904564 0.4 0.4 0.9
H -4.831416 -5.699906 5.812805 0.5 -0.2 -0.4
H -3.713336 -4.393177 6.450115 0.1 -0.3 0.2
H -5.940696 -2.013297 6.422601 0.0 -0.2 0.0
H -5.418773 -1.606850 4.752670 0.1 0.0 0.3
H -4.190650 -2.079157 6.005522 -0.3 0.4 0.1
C 3.090342 1.932753 3.775137 0.7 -0.5 0.3
C 2.408719 3.079265 4.505282 -0.8 -0.7 0.3
C 3.033891 3.325395 5.878942 0.5 1.1 -1.4
N 2.364284 4.313620 6.775235 -1.2 1.0 -0.1
C 2.206899 5.689768 6.059632 0.6 -0.5 0.0
C 1.380948 6.736948 6.811387 0.7 -0.1 -0.9
C 0.013049 6.253338 7.199488 -0.5 -0.3 0.5
C 0.110994 4.907423 7.931037 0.5 -0.1 -1.0
C 0.977677 3.854276 7.168903 -0.4 -0.1 0.7
C 3.204804 4.474677 8.009651 -0.3 0.4 -0.7
H 2.624637 1.632077 2.842660 -0.1 0.7 -0.4
H 3.103235 0.964456 4.286851 0.1 0.3 0.6
H 4.135685 2.218338 3.620550 -0.1 -0.3 -0.3
H 1.376385 2.815541 4.700604 -0.5 0.1 -0.4
H 2.449662 3.923637 3.825402 -0.1 0.3 0.2
H 4.002062 3.775502 5.662988 0.4 -0.4 0.5
H 3.115111 2.388810 6.394076 0.2 -0.4 0.5
H 1.799334 5.398686 5.099922 -0.3 0.3 -0.2
H 3.221530 6.070367 5.900539 0.0 -0.2 0.0
H 1.210841 7.591355 6.137280 0.6 -0.2 0.1
H 2.032420 7.089502 7.616474 -0.6 0.1 0.3
H -0.673945 6.180084 6.334665 0.4 0.0 0.2
H -0.404519 7.014533 7.867815 -0.2 -0.3 -0.1
H -0.896577 4.480116 8.059769 0.6 0.0 0.3
H 0.623815 5.090265 8.860654 -0.4 -0.1 0.7
H 0.441016 3.476823 6.294669 0.2 0.2 0.0
H 1.198383 3.020775 7.841727 -0.4 -0.1 -0.1
H 2.715436 5.222986 8.601304 0.1 0.3 0.5
H 4.160438 4.820459 7.649550 0.4 0.1 0.3
H 3.286291 3.552659 8.562001 0.0 -0.3 0.0
C 0.420711 5.106443 -8.371722 0.1 -0.2 -0.3
C -0.508978 5.029462 -7.190578 -0.9 0.3 1.3
C -1.906733 5.484680 -7.575481 -0.4 0.5 -0.6
N -3.007992 5.525597 -6.502178 -0.1 -0.9 0.3
C -4.331823 6.004311 -7.077656 0.1 -1.6 -1.1
C -4.911316 4.999794 -8.087213 0.2 0.0 -0.8
C -5.143523 3.624734 -7.478276 -0.8 0.7 1.5
C -3.892020 3.176777 -6.750179 0.7 -1.4 -1.9
C -3.286801 4.184109 -5.856368 -0.1 1.3 0.5
C -2.680841 6.495052 -5.402265 0.7 -0.5 -0.6
H 1.427450 4.780119 -8.110894 0.0 0.2 0.0
H 0.462489 6.095816 -8.817921 0.1 0.1 0.0
H 0.065406 4.410102 -9.122473 0.0 0.0 -0.4
H -0.205148 5.680113 -6.358703 0.4 -0.3 -0.1
H -0.588820 3.992480 -6.851041 0.3 0.0 0.2
H -2.223646 4.873770 -8.426182 -0.4 0.2 0.3
H -1.873060 6.527710 -7.898874 0.1 -0.1 -0.2
H -4.068166 6.935859 -7.551606 -0.6 0.6 0.1
H -5.056003 5.994007 -6.252955 0.4 0.8 0.0
H -4.335163 4.926769 -9.011194 0.4 0.0 0.2
H -5.838957 5.407198 -8.456735 -0.5 0.3 0.1
H -5.521323 2.866823 -8.149047 0.2 0.0 -0.5
H -5.971239 3.726714 -6.737031 0.4 0.0 -0.2
H -3.151557 2.868129 -7.504121 0.0 0.3 -0.1
H -4.040832 2.226372 -6.252953 -0.2 -0.1 0.7
H -2.339508 3.915065 -5.422081 0.3 -0.5 0.3
H -4.013767 4.444958 -5.085548 0.1 -0.1 0.4
H -1.899748 6.101934 -4.737927 -0.3 0.0 -0.2
H -3.608743 6.672126 -4.891524 -0.1 0.3 0.5
H -2.312757 7.390459 -5.881654 0.0 0.4 0.1
C 2.705635 -3.787054 -3.815861 0.1 0.6 0.5
F 3.796406 -3.482353 -4.527717 -0.1 -0.1 0.7
F 1.958223 -4.586084 -4.524248 -0.9 0.0 -0.7
F 3.023825 -4.532516 -2.713400 0.4 1.0 -0.1
S 1.830787 -2.142952 -3.289130 -0.8 0.4 -1.0
O 1.578026 -1.353082 -4.498921 0.5 -1.1 0.9
O 0.583391 -2.599814 -2.659944 0.6 -0.3 0.0
O 2.746041 -1.497428 -2.359530 0.2 -0.3 0.0
```
Positions in Å, forces in eV/Å.